Record 1
Molecular formula: C20H54CuN3O9S6
Method: DFT, ωB97M-V with the def2-TZVPD basis set

**LUMO level (alpha / beta)**: -4.01 / -7.61 eV
**Expectation value of S²**: 0.76
**Molar mass**: 736.6 g/mol
**Net charge**: +1
**Multiplicity**: 2
**Frontier orbital gap (alpha / beta)**: 6.4702 / 2.8743 eV
**HOMO level (alpha / beta)**: -0.385 / -0.385 hartree
**Energy relative to the best compared isomer or geometry (same formula, charge and spin)**: 0.0 kcal/mol

```
93
Properties=species:S:1:pos:R:3:mulliken_charge:R:1
Cu 2.90079 5.87465 10.01661 0.2243
N -0.24741 5.79249 11.25658 0.4065
O -0.48130 6.77719 11.93971 -0.3372
O -1.13530 5.16331 10.76515 -0.6431
O 0.96211 5.49223 11.07578 0.8715
C -3.40393 5.35625 17.57865 -1.2683
C -1.98392 5.68498 18.02861 -0.7305
N -1.04538 6.17014 16.98255 0.6061
C 0.22697 6.46111 17.55213 -0.3670
C 1.12565 5.25118 17.79025 -1.0602
C -1.68959 7.39187 16.43162 -0.8500
C -0.85248 8.09574 15.33965 -1.2386
H -3.44497 4.88847 16.59498 0.1507
H -3.97166 6.25329 17.33144 0.3979
H -3.97375 4.67544 18.21104 0.3986
H -2.08930 6.43959 18.80806 0.4212
H -1.51700 4.80122 18.46341 0.4286
H 0.79522 7.09506 16.87146 0.1991
H -0.03202 6.88553 18.52212 0.3883
H 0.45523 4.42992 18.04358 0.2816
H 1.59550 4.98895 16.84232 0.0755
H 1.82894 5.43170 18.60321 0.3933
H -1.80820 8.10556 17.24690 0.3523
H -2.64302 7.31689 15.90869 0.2894
H -0.05322 8.71459 15.74745 0.5291
H -1.54596 8.81938 14.91124 0.4728
H -0.57689 7.38429 14.56120 0.1471
C -3.66077 6.04150 13.29724 1.1852
C -4.44554 7.08004 13.84692 0.1153
N -5.05959 7.87750 14.37846 -0.5662
H -3.04181 6.40978 12.47910 -0.5501
H -4.36568 5.25048 13.04130 0.5373
H -3.05500 5.72168 14.14509 -0.6636
C 0.50179 9.84599 8.56893 -0.7913
S 1.41395 9.21997 10.02246 0.8639
O 1.89056 7.83371 9.62512 -0.5086
C 2.91080 10.32693 10.02343 -1.3525
H -0.33227 9.20559 8.28200 -0.2426
H 1.19527 9.99897 7.74202 0.4351
H 0.15542 10.86071 8.76506 0.4935
H 2.66062 11.33357 10.35836 0.4561
H 3.31479 10.39601 9.01342 0.4265
H 3.70811 10.03131 10.70535 0.3631
C 0.45805 2.96540 7.59946 -0.8293
S 1.83411 2.65167 8.68190 0.2803
O 2.35375 3.99526 9.17593 -0.3311
C 0.90694 1.92136 10.04612 -0.6918
H -0.40023 3.45300 8.06175 0.1480
H 0.00264 2.03338 7.26473 0.4915
H 0.84343 3.44750 6.70104 0.3450
H 0.26533 2.63769 10.55924 0.0427
H 1.57970 1.46736 10.77370 0.3353
H 0.35806 1.10398 9.57844 0.4747
C -3.84547 7.91800 10.22014 -0.7656
S -3.18959 9.67319 10.24683 0.4860
O -4.37154 10.50025 10.72672 -0.6556
C -2.09249 9.40970 11.76650 0.1021
H -3.03495 7.20537 10.06742 -0.0042
H -4.53684 7.78144 9.38859 0.4984
H -4.35874 7.72439 11.16203 0.3193
H -1.99210 10.38537 12.24199 0.4697
H -1.12232 9.10813 11.37164 -0.2647
H -2.43194 8.65439 12.47528 -0.3298
C -1.50775 6.60045 4.98749 -1.0415
S -1.03929 7.55019 6.50451 0.4612
O -2.41364 8.08605 7.00843 -0.5757
C -0.55187 6.14292 7.54311 -0.6095
H -2.30491 5.89623 5.22560 0.3109
H -0.64578 6.02470 4.65041 0.3825
H -1.76700 7.25561 4.15583 0.3702
H -1.37668 5.43194 7.49521 0.5258
H -0.33218 6.49518 8.55096 -0.3253
H 0.24758 5.65625 6.98442 0.4748
C 2.45000 6.25566 14.05584 -0.3461
S 3.45651 7.60155 13.19058 0.2030
O 3.39111 7.07345 11.76847 -0.2574
C 2.08118 8.90971 13.31779 -0.5355
H 3.02310 5.33053 14.11744 0.5392
H 1.55803 6.00587 13.48130 -0.3556
H 2.27857 6.58546 15.08051 0.2258
H 2.51925 9.74617 12.77325 0.4139
H 2.03840 9.08198 14.39324 0.4536
H 1.09577 8.60089 12.96894 -0.1624
C 1.24141 2.97744 13.55764 -0.7319
S -0.40556 2.12272 13.72697 0.5310
O -0.16081 0.91575 14.66884 -0.6590
C -1.11207 3.48141 14.71204 -0.2524
H 1.67576 3.03845 14.55550 0.5207
H 1.09420 3.99503 13.19577 -0.2042
H 1.94511 2.45063 12.91314 0.4110
H -2.11715 3.27558 15.08022 0.5063
H -1.02995 4.38959 14.11492 -0.1929
H -0.53294 3.70712 15.60746 0.0585
```


Record 2
Molecular formula: C27H22N2OsPSe2Te2
Method: DFT, ωB97M-V with the def2-TZVPD basis set

**LUMO level (alpha / beta)**: -3.18 / -4.55 eV
**Expectation value of S²**: 6.04
**Molar mass**: 1008.8 g/mol
**Net charge**: +1
**Multiplicity**: 5
**Frontier orbital gap (alpha / beta)**: 7.1459 / 6.0282 eV
**HOMO level (alpha / beta)**: -0.379 / -0.389 hartree
**Energy relative to the best compared isomer or geometry (same formula, charge and spin)**: 7.4 kcal/mol

```
57
Properties=species:S:1:pos:R:3:nbo_charge:R:1
Os 0.92515 -0.34914 -0.65292 0.7030
Se 1.95133 -1.80295 1.01480 -0.1394
Te 4.18518 -1.39983 4.68986 0.0077
Te 5.52046 -2.09285 2.46170 0.2123
Se 4.23272 -0.98825 0.61525 -0.1951
C -1.68931 -2.87094 4.38224 -0.1750
C -1.64673 -1.51136 4.63526 -0.2045
C -1.40845 -0.60632 3.59767 -0.1911
C -1.13938 -1.11995 2.32466 -0.3670
C -1.21310 -2.52546 2.08296 -0.1916
C -1.43755 -3.40563 3.10462 -0.1981
P -0.75324 0.04102 0.95081 1.1116
C -0.27448 1.60811 1.70037 -0.2970
C 1.00191 1.63638 2.28387 -0.2405
C 1.48290 2.82618 2.76168 -0.1867
C 0.71958 3.98815 2.65959 -0.1936
C -0.53131 3.93048 2.04344 -0.1801
C -1.07703 2.71515 1.59192 -0.2279
C -2.28372 0.24330 0.04387 -0.4125
C -3.51369 0.40242 0.61274 -0.1581
C -4.68512 0.50129 -0.20870 -0.2164
C -4.50162 0.57222 -1.53764 -0.1484
C -3.21654 0.38249 -2.17900 -0.0733
C -3.00468 0.46978 -3.60852 -0.1553
C -1.75818 0.15413 -4.11225 -0.2080
C -0.60992 0.01612 -3.24082 -0.1923
C -0.75144 -0.03991 -1.86978 -0.3413
C -2.08489 0.19843 -1.34156 0.0444
H -2.10035 -3.56407 5.10811 0.2241
H -1.96531 -1.15231 5.58976 0.2252
H -1.33657 0.44511 3.86920 0.2324
H -1.03528 -2.90167 1.11628 0.2150
H -1.42345 -4.48451 3.00833 0.2305
H 1.45130 0.65853 2.28224 0.2300
H 2.55459 2.87998 3.05971 0.2291
H 1.08027 4.96340 2.89227 0.2280
H -1.07703 4.79911 1.85415 0.2172
H -2.04274 2.74694 1.13880 0.2324
H -3.67934 0.28017 1.69504 0.2316
H -5.72304 0.67843 0.18008 0.2388
H -5.25867 0.94103 -2.18702 0.2181
H -3.78539 0.82155 -4.26532 0.2272
H -1.51382 0.18309 -5.15829 0.2219
H 0.28582 -0.07424 -3.74062 0.2028
N 2.09242 -2.55119 -2.87639 -0.7549
C 2.71624 -1.39401 -3.05574 0.4322
C 3.68055 -1.21504 -4.04799 -0.3074
C 4.32892 -0.00167 -4.11466 -0.0900
C 4.12261 0.99015 -3.17649 -0.2990
C 3.09757 0.71056 -2.27711 0.0795
N 2.34781 -0.39522 -2.20718 -0.5909
H 2.62532 -3.36241 -3.10541 0.4048
H 1.59885 -2.63936 -2.00345 0.3994
H 3.82664 -1.91553 -4.82493 0.2399
H 5.09944 0.10344 -4.89365 0.2343
H 4.60362 1.92829 -3.12654 0.2439
H 2.99016 1.54840 -1.53929 0.2177
```


Record 3
Molecular formula: C34H39IrO8PS
Method: DFT, ωB97M-V with the def2-TZVPD basis set

**LUMO level**: -2.91 eV
**Molar mass**: 830.9 g/mol
**Net charge**: +1
**Frontier orbital gap**: 8.3691 eV
**HOMO level**: -0.414 hartree
**Energy relative to the best compared isomer or geometry (same formula, charge and spin)**: 0.0 kcal/mol

```
84
Properties=species:S:1:pos:R:3:mulliken_charge:R:1
Ir 0.81421 0.46324 0.83567 2.0998
C -0.24809 -3.54339 -1.95100 -1.0582
O -0.41644 -2.18305 -1.60743 0.2564
C -1.42064 -1.55551 -2.36189 -0.6813
C -1.67721 -0.17762 -1.78259 -0.8736
O -0.47899 0.56616 -1.53564 -0.2714
C 0.27045 0.80571 -2.72534 -0.5458
C 1.54124 -0.00710 -2.72045 -0.5102
O 2.19236 0.28190 -1.49854 -0.0427
C 3.28292 -0.58605 -1.23800 -0.8649
H -1.16526 -4.11109 -1.76890 0.3076
H 0.54551 -3.94007 -1.32190 0.2557
H 0.03553 -3.65079 -3.00436 0.3506
H -2.36021 -2.12232 -2.32161 0.5311
H -1.12166 -1.50330 -3.41887 0.3748
H -2.18693 -0.25289 -0.82953 0.3460
H -2.31130 0.38964 -2.47197 0.4771
H 0.50164 1.86491 -2.74863 0.1176
H -0.32394 0.57439 -3.61151 0.5007
H 2.17130 0.28094 -3.57183 0.4680
H 1.32554 -1.07662 -2.78221 0.2073
H 4.03361 -0.51273 -2.03027 0.3754
H 2.93821 -1.62180 -1.15942 0.2514
H 3.72471 -0.27466 -0.29373 0.0944
O -1.17793 -2.96000 1.01471 -0.6203
S -0.46550 -1.81787 1.45543 1.4291
O 0.97208 -1.65596 1.02371 -0.8841
O -1.02397 -0.46972 1.07375 -0.8326
C -0.47911 -1.80085 3.21298 0.6294
C -1.24440 -2.73461 3.88773 -0.4887
C -1.32054 -2.66635 5.27258 -0.7361
C -0.64779 -1.66528 5.95373 -0.8249
C 0.11913 -0.73364 5.26415 -0.7059
C 0.21986 -0.79530 3.88061 -0.8640
P 1.34292 0.33738 3.00128 1.4875
C 1.25888 1.85116 3.96031 0.7003
C 0.22449 2.74742 3.69588 -0.5308
C 0.04713 3.85015 4.51706 -0.8067
C 0.89175 4.05350 5.60033 -0.6518
C 1.92200 3.16005 5.86443 -0.7987
C 2.10956 2.05766 5.04590 -0.0282
C 2.96796 -0.43093 3.20413 0.8289
C 4.13760 0.26437 2.89464 -0.1524
C 5.36992 -0.35642 3.01062 -0.9872
C 5.44839 -1.67866 3.42489 -0.7235
C 4.28996 -2.38015 3.72266 -0.8330
C 3.05417 -1.76227 3.61403 -0.7274
H -1.77413 -3.49266 3.32803 0.6545
H -1.91435 -3.38978 5.81408 0.4205
H -0.71416 -1.60514 7.03166 0.4570
H 0.64017 0.03842 5.81473 0.5078
H -0.43439 2.58715 2.85214 0.4242
H -0.75230 4.54909 4.31139 0.4586
H 0.74786 4.91346 6.24110 0.4167
H 2.58077 3.32261 6.70696 0.4621
H 2.91400 1.36175 5.25025 0.4644
H 4.09473 1.28388 2.54519 0.1213
H 6.26940 0.19473 2.77124 0.4825
H 6.41223 -2.16203 3.51349 0.4098
H 4.34439 -3.41223 4.04166 0.4695
H 2.16348 -2.32705 3.85171 0.3586
C 3.98081 8.01295 -0.39869 -1.4893
C 3.42484 6.64467 -0.12670 0.5155
C 2.66286 5.97951 -1.07981 -1.1960
C 2.16329 4.70708 -0.85837 1.0945
C 1.38249 4.01714 -1.93709 -1.2887
C 2.43536 4.06910 0.36046 -0.7404
C 3.20366 4.71553 1.33365 0.9541
C 3.48979 4.11653 2.67884 -0.6830
C 3.68129 5.99344 1.06989 -1.1511
C 1.87605 2.70696 0.58135 2.4106
O 0.61494 2.48840 0.63365 -0.8987
O 2.57701 1.65239 0.70700 -0.7686
H 3.35772 8.55952 -1.10511 0.3859
H 4.98143 7.93755 -0.82911 0.3057
H 4.05940 8.59687 0.51747 0.3918
H 2.45477 6.46250 -2.02765 0.4071
H 1.35965 4.61960 -2.84315 0.3675
H 0.35600 3.82768 -1.62047 0.4025
H 1.85020 3.05995 -2.17566 0.0830
H 3.48956 3.03331 2.64727 -0.4951
H 2.73251 4.42483 3.40207 0.2394
H 4.45850 4.44901 3.05029 0.5557
H 4.27303 6.49077 1.83056 0.4452
```


Record 4
Molecular formula: C42H83F6N2O11
Method: DFT, ωB97M-V with the def2-TZVPD basis set

**LUMO level**: -3.80 eV
**Molar mass**: 906.1 g/mol
**Net charge**: +1
**Frontier orbital gap**: 7.2281 eV
**HOMO level**: -0.405 hartree

```
144
Properties=species:S:1:pos:R:3:mulliken_charge:R:1
C -4.02878 1.53284 -1.91521 -1.5048
C -2.83625 0.60134 -2.20926 0.7591
C -1.49734 1.14374 -1.69549 0.1517
C -1.28978 0.92262 -0.19070 -0.5058
N 0.13139 0.68383 0.08746 0.1671
C 0.54071 0.55784 1.43204 0.3155
C 1.52587 1.40759 1.94264 0.7947
C 2.10584 2.50684 1.08609 -0.9454
O 3.10349 2.38587 0.46660 -0.4993
C 1.33336 3.86750 1.07334 1.2095
F 0.06100 3.62095 0.64873 -0.2448
F 1.92901 4.69961 0.21867 -0.2947
C 1.25126 4.50073 2.48528 0.5875
F 0.32514 3.78495 3.18672 -0.3035
F 2.45743 4.31909 3.07777 -0.3392
C 0.85391 5.99937 2.63421 0.9150
F 1.10340 6.29442 3.92833 -0.2470
F 1.62689 6.77479 1.85523 -0.2657
C -0.64702 6.23970 2.36694 0.1326
O -1.42950 6.30963 3.25387 -0.4479
O -0.90433 6.31648 1.06066 -0.4329
C 2.01189 1.25097 3.24999 -0.8712
C 1.46042 0.27386 4.05274 -0.8197
N 0.47437 -0.50845 3.57006 0.5869
O -0.05418 -1.47523 4.37691 -0.3435
C -0.88077 -0.91122 5.44469 -0.6323
C -2.35642 -0.92687 5.09324 -0.7152
C -2.96210 -2.32184 4.81243 -0.4156
C -3.54427 -2.44161 3.39509 -1.1070
C 0.01404 -0.41913 2.29179 -0.0145
O -0.85191 -1.34472 1.89197 -0.6012
H -4.70034 1.59886 -2.77143 0.4666
H -3.68097 2.54709 -1.70246 0.3207
H -4.62147 1.18740 -1.06541 0.2648
H -3.02040 -0.38296 -1.77065 0.0613
H -2.74510 0.47267 -3.28966 -0.0588
H -1.42382 2.20763 -1.93269 0.3533
H -0.68677 0.64661 -2.23941 -0.8506
H -1.92810 0.08046 0.10716 0.2937
H -1.60392 1.80300 0.37204 0.2319
H 0.46806 -0.09754 -0.46689 0.4759
H -1.84273 6.10303 0.93078 0.3774
H 2.79964 1.88265 3.63984 0.7787
H 1.78754 0.08518 5.06480 0.6397
H -0.55310 0.10600 5.67104 0.4052
H -0.66159 -1.52873 6.31677 0.4011
H -2.88164 -0.44842 5.92533 0.4535
H -2.50945 -0.25833 4.23512 0.3516
H -3.78097 -2.47345 5.51785 0.3534
H -2.21052 -3.09770 4.96455 0.3396
H -4.02655 -1.49669 3.11962 0.3284
H -2.74240 -2.62926 2.68357 0.2327
H -4.28551 -3.23312 3.31331 0.4873
H -1.77085 -1.03836 1.94945 0.0963
C 2.93284 -2.55376 -4.26357 -0.8928
C 2.71148 -1.08008 -4.54523 -0.3456
O 1.92493 -0.41309 -3.56761 -0.2807
C 2.42695 -0.40932 -2.25121 0.8599
C 3.76193 0.28387 -2.05515 -1.2090
H 1.97814 -3.06925 -4.14642 0.2816
H 3.47213 -3.00944 -5.09509 0.2155
H 3.51716 -2.71669 -3.35612 0.2699
H 2.15515 -0.96491 -5.47579 0.3183
H 3.66825 -0.56405 -4.68265 0.3367
H 2.45945 -1.42908 -1.84525 0.3331
H 1.67230 0.14253 -1.68419 -0.7642
H 4.58355 -0.22213 -2.56399 0.3887
H 3.99980 0.31663 -0.99171 0.2457
H 3.71647 1.30782 -2.42847 0.3458
C -4.74157 -3.40745 -2.17629 -0.7959
C -4.66330 -3.87871 -0.73425 -0.5196
O -5.31655 -3.02602 0.19242 -0.3322
C -6.70970 -2.84299 -0.00946 -0.3159
C -7.52190 -4.12347 0.06541 -1.1194
H -4.34874 -2.39375 -2.27250 0.0652
H -4.15530 -4.06903 -2.81444 0.4406
H -5.76479 -3.40870 -2.55312 0.3087
H -3.62131 -3.89681 -0.41097 0.3417
H -5.03973 -4.90342 -0.64563 0.3602
H -6.89589 -2.32628 -0.95745 0.2817
H -7.02030 -2.16402 0.78535 0.3554
H -7.26851 -4.81831 -0.73591 0.2747
H -8.58382 -3.89367 -0.02194 0.4018
H -7.35230 -4.63002 1.01650 0.2872
C -3.51991 7.04053 8.02745 -1.0141
C -2.75479 5.76563 8.33617 -0.3393
O -2.15647 5.15949 7.20216 -0.4202
C -1.20313 5.94961 6.50861 0.3388
C -0.00537 6.35432 7.35113 -1.1647
H -4.27887 6.85670 7.26598 0.2775
H -4.01204 7.40439 8.92969 0.3898
H -2.86575 7.83483 7.66621 0.2546
H -3.43923 5.01267 8.72767 0.3277
H -2.00605 5.94880 9.11500 0.3053
H -1.67749 6.83017 6.06475 0.2275
H -0.87603 5.32559 5.67802 -0.2234
H -0.28528 7.01014 8.17613 0.3449
H 0.71750 6.89089 6.73558 0.3961
H 0.48077 5.47388 7.77531 0.3044
C 5.70566 -2.85262 3.36728 -1.1241
C 5.42149 -1.37886 3.14462 -0.2527
O 4.50803 -0.81634 4.07988 -0.2979
C 4.91046 -0.86819 5.44211 -0.2599
C 6.20592 -0.13517 5.73721 -1.1964
H 4.77929 -3.42883 3.36453 0.2986
H 6.35038 -3.22713 2.57244 0.4027
H 6.21346 -3.03518 4.31471 0.2871
H 4.94771 -1.23730 2.17238 0.1941
H 6.35258 -0.80417 3.12956 0.3480
H 4.96924 -1.90630 5.78447 0.3341
H 4.09352 -0.40112 5.99788 0.2628
H 7.05726 -0.59257 5.23337 0.2941
H 6.40734 -0.15570 6.80809 0.4090
H 6.14312 0.90502 5.41449 0.3182
C 5.25107 -2.57573 -9.12497 -1.0852
C 5.17497 -3.69702 -8.10324 -0.2984
O 3.85484 -4.05205 -7.72871 -0.3790
C 3.01629 -4.51536 -8.77397 -0.3521
C 3.52575 -5.76372 -9.47246 -1.0661
H 4.72116 -1.69247 -8.76511 0.2832
H 6.29272 -2.30825 -9.30447 0.3964
H 4.81549 -2.86264 -10.08264 0.2654
H 5.65314 -3.38028 -7.17543 0.3474
H 5.72427 -4.57586 -8.45813 0.2995
H 2.83239 -3.71738 -9.50228 0.3184
H 2.06169 -4.72817 -8.29189 0.3156
H 4.46366 -5.58578 -9.99973 0.2710
H 2.79425 -6.10166 -10.20681 0.3846
H 3.69146 -6.56481 -8.75106 0.3031
C -0.88852 0.72616 -6.12564 -1.3345
C -0.94966 -0.36765 -5.07400 0.7732
O -2.26631 -0.69442 -4.65191 -0.3270
C -3.13988 -1.17397 -5.66019 -0.4724
C -2.66665 -2.44932 -6.33545 -1.1737
H -1.39137 1.62726 -5.77089 0.3581
H 0.15212 0.97074 -6.34216 0.4095
H -1.35956 0.42692 -7.06302 0.3277
H -0.43276 -0.03765 -4.17570 -0.6639
H -0.42520 -1.26513 -5.42147 0.3234
H -3.33135 -0.39490 -6.40658 0.3947
H -4.08510 -1.35852 -5.14833 0.3780
H -1.74018 -2.29976 -6.89116 0.2591
H -3.42165 -2.79760 -7.04070 0.4215
H -2.49301 -3.23206 -5.59552 0.2902
```